1.
{"formula": "C7H11N3O2S", "method": "ωB97M-V/def2-TZVPD", "elements": ["C", "C", "C", "C", "C", "C", "C", "N", "N", "N", "O", "O", "S", "H", "H", "H", "H", "H", "H", "H", "H", "H", "H", "H"], "xyz": [[2.94576, 1.51283, -0.30168], [3.32743, -0.15682, 1.35861], [-2.15845, 1.50981, -0.27455], [-1.43454, -1.45801, -0.75755], [-0.43948, -0.65431, 1.43717], [-0.73753, 0.98547, -0.49681], [-0.56963, -0.44517, -0.04515], [3.04448, 2.43820, -0.98171], [3.79814, -0.77210, 2.21262], [2.67977, 0.52672, 0.48102], [1.24227, -0.61729, -2.09936], [1.45316, -2.26771, -0.28325], [1.08926, -0.96349, -0.72500], [-2.86601, 1.01058, -0.93301], [-2.18767, 2.57370, -0.49191], [-2.46823, 1.36484, 0.75707], [-2.47362, -1.34776, -0.44422], [-1.38196, -1.31780, -1.83456], [-1.11795, -2.47163, -0.51551], [-0.01774, -1.63409, 1.64636], [-1.41350, -0.59047, 1.92262], [0.21081, 0.09850, 1.87809], [-0.03444, 1.61760, 0.04877], [-0.49032, 1.05839, -1.55806]], "forces_ev_per_angstrom": [[0.5, 0.9, -0.2], [0.8, -0.1, 0.7], [0.2, -0.2, 0.0], [-0.4, -0.4, -0.2], [0.0, 0.0, 0.5], [-0.3, 0.6, -0.2], [0.7, 0.2, 0.1], [0.1, 0.4, -0.5], [0.3, -0.4, 0.3], [-3.1, -1.9, -1.2], [0.1, 0.5, 0.3], [0.2, 0.3, 0.5], [1.3, 0.0, -0.2], [-0.1, 0.0, 0.0], [0.0, 0.1, 0.0], [-0.1, 0.0, 0.1], [0.1, 0.1, 0.1], [-0.1, 0.0, -0.1], [-0.1, 0.0, 0.0], [-0.1, -0.1, 0.1], [-0.1, 0.0, -0.1], [0.0, 0.0, 0.0], [0.1, 0.0, 0.0], [0.0, 0.1, 0.1]], "homo_lumo_gap_ev": [6.8, 6.8]}


2.
{"formula": "C7H11N3O4", "method": "ωB97M-V/def2-TZVPD", "elements": ["C", "C", "C", "C", "C", "C", "C", "N", "N", "N", "O", "O", "O", "O", "H", "H", "H", "H", "H", "H", "H", "H", "H", "H", "H"], "xyz": [[-0.77321, -0.66142, 1.09659], [0.18690, 0.11840, -0.32718], [0.89872, 1.84706, 1.27121], [-0.52506, -0.02762, 2.37859], [-1.15989, 0.17165, -2.27551], [1.42143, -0.10843, -2.51283], [0.08571, -0.44735, -1.63869], [0.71901, 1.27832, -0.00925], [0.13737, 1.32055, 2.26044], [-0.87988, -2.01910, 0.97818], [1.50515, 2.86308, 1.42733], [-0.79759, -2.70066, -0.06984], [-1.23455, -2.49814, 2.10066], [0.19031, -0.63355, 3.39760], [-1.55737, 0.38897, 2.70404], [-2.08709, 0.13104, -1.66099], [-1.34867, -0.41353, -3.19893], [-1.10138, 1.26397, -2.53255], [1.80802, 0.84631, -2.31926], [1.11623, -0.48159, -3.50123], [2.07351, -0.77212, -2.00687], [0.07504, -1.56566, -1.61987], [1.11743, 1.80029, -0.77461], [0.37585, 1.76691, 3.14762], [-0.24598, -1.46736, 3.68534]], "forces_ev_per_angstrom": [[3.9, 1.7, -6.2], [-2.8, -2.1, 6.4], [-2.1, -0.3, 1.5], [-1.8, 3.5, 1.8], [-1.5, 0.2, -0.8], [-3.1, -2.2, 1.4], [1.8, 0.6, -2.0], [0.1, -1.2, -1.7], [0.6, -1.0, -0.7], [-0.9, -0.4, 1.0], [1.3, 0.8, -0.7], [0.0, 0.9, 1.3], [0.2, -0.6, -1.1], [0.0, -1.0, 0.4], [1.1, -1.4, 0.3], [0.7, -0.4, -0.2], [-0.1, 0.6, 0.4], [0.6, -1.0, 0.1], [0.2, 1.6, -0.8], [0.9, 0.8, 0.1], [1.3, -0.8, -0.2], [-0.6, 1.2, 0.4], [0.3, 0.5, 0.1], [-0.4, -0.5, -0.3], [0.2, 0.7, -0.7]], "homo_lumo_gap_ev": [7.7, 7.7], "smiles": "CC(C)C1=C([N+](=O)[O-])[C@@H](O)NC(=O)N1"}


3.
{"formula": "C7H11N3S2", "method": "ωB97M-V/def2-TZVPD", "elements": ["C", "C", "C", "C", "C", "C", "C", "N", "N", "N", "S", "S", "H", "H", "H", "H", "H", "H", "H", "H", "H", "H", "H"], "xyz": [[-0.22249, 2.27048, -0.70145], [2.17452, -2.42791, -0.44409], [0.30012, 0.94496, -1.15748], [2.63133, -1.53237, 0.37106], [-1.92333, 0.11860, -0.47071], [-2.11341, 1.42662, 0.44079], [-0.41575, -0.16421, -0.44298], [-1.26026, 2.54109, -0.00251], [-0.28917, -1.71199, 1.59436], [1.98271, -0.38558, 0.83512], [1.30480, -3.47401, -1.24160], [0.25270, -0.28685, 1.29009], [0.13996, 3.15680, -1.19997], [0.18323, 0.77260, -2.26670], [1.46128, 0.92294, -0.94405], [-0.59935, -2.11058, 2.47161], [3.76680, -1.71143, 0.72755], [-2.41074, -0.70110, 0.08433], [-2.29659, 0.19218, -1.44543], [-3.10228, 1.75183, 0.29613], [-1.99120, 1.19988, 1.46376], [-0.03076, -1.16930, -0.63525], [2.45788, 0.37735, 1.37740]], "forces_ev_per_angstrom": [[-1.7, 0.8, -0.7], [-1.9, -1.0, -0.8], [2.1, -0.3, -0.5], [3.8, 0.4, 1.6], [1.2, -0.2, 4.2], [1.0, -0.9, -3.0], [1.0, -0.2, 0.6], [0.5, -0.9, 0.1], [-0.2, 0.0, -1.1], [-0.9, 1.6, 1.1], [0.9, 0.3, 0.2], [0.0, -1.2, 0.7], [0.9, 0.2, 0.1], [0.1, 0.6, 1.0], [-2.3, 0.0, -0.5], [0.6, 1.0, 0.4], [-2.7, 0.5, -0.7], [-0.1, 0.2, -0.5], [-0.5, 0.3, -1.4], [-1.4, 0.5, 0.0], [0.3, -0.2, 1.2], [-0.8, 0.1, -1.1], [-0.1, -1.7, -0.9]], "homo_lumo_gap_ev": 7.3}


4.
{"formula": "C7H11N4O4", "method": "ωB97M-V/def2-TZVPD", "elements": ["C", "C", "C", "C", "C", "C", "C", "N", "N", "N", "N", "O", "O", "O", "O", "H", "H", "H", "H", "H", "H", "H", "H", "H", "H", "H"], "xyz": [[-0.12609, -1.33663, -0.70718], [-1.21239, -0.57280, -0.29197], [-0.23924, -2.56828, -2.88007], [1.18938, 1.15282, 1.14072], [-3.57499, 0.20191, -0.59036], [3.45408, 1.34306, 0.33072], [-0.96587, 0.19741, 1.06363], [-0.03807, -2.10016, -1.77229], [-2.29778, -0.52710, -0.92721], [2.50665, 0.65493, 1.13796], [-0.10004, -3.44863, -3.79128], [0.13510, -3.42635, -5.00523], [0.92035, 2.31869, 0.96164], [-0.57870, -4.80105, -3.24463], [0.40349, 0.17874, 1.53136], [0.83916, -1.03428, -0.24020], [-3.21334, 1.05801, 0.03061], [-4.00766, 0.43679, -1.47818], [-4.26720, -0.42745, -0.04880], [3.90791, 0.54918, -0.33693], [2.85003, 2.11159, -0.24999], [4.10046, 1.76594, 1.06833], [-1.44770, -0.40026, 1.84810], [-1.31352, 1.21964, 1.12101], [-0.80708, -5.36294, -4.01178], [2.61705, -0.23572, 1.39428]], "forces_ev_per_angstrom": [[2.4, 0.2, 0.6], [-0.1, 1.6, 1.5], [0.3, 0.4, 0.5], [2.7, -0.1, 0.9], [4.5, -0.8, 2.9], [-0.6, -0.6, -1.1], [-0.2, -1.1, 0.5], [0.2, -0.4, -1.3], [-3.0, -0.4, -1.3], [-3.3, 4.3, -0.9], [-1.0, -0.9, 2.9], [0.3, 0.1, -2.5], [-0.5, -0.3, -0.6], [0.1, -0.2, 0.0], [-1.4, -0.6, -0.1], [-0.7, -0.9, -0.4], [-1.3, 0.0, -0.4], [-1.2, 1.2, -2.5], [-0.1, -0.2, 0.4], [0.0, 1.4, 0.5], [1.3, -0.8, 0.6], [1.3, 0.9, -0.5], [-0.3, 0.3, -0.2], [-0.2, 0.2, -0.3], [0.3, 0.9, 0.0], [0.4, -4.0, 0.8]], "charge": -1, "homo_lumo_gap_ev": 6.2}


5.
{"formula": "C7H11N4S", "method": "ωB97M-V/def2-TZVPD", "elements": ["C", "C", "C", "C", "C", "C", "C", "N", "N", "N", "N", "S", "H", "H", "H", "H", "H", "H", "H", "H", "H", "H", "H"], "xyz": [[-2.48421, 1.60939, 0.04411], [-3.42746, 0.62754, -0.20145], [-1.43924, -0.32407, 0.06274], [3.08718, -0.79848, -0.24527], [1.89943, -1.47911, -0.07780], [1.88772, 1.13466, -0.49412], [-0.47815, -1.39429, 0.39615], [-1.24916, 0.94608, 0.11100], [-2.75408, -0.56574, -0.20374], [2.96985, 0.54662, -0.00451], [0.82924, -0.77263, 0.33019], [1.24878, 2.64404, 0.13751], [-2.43790, 2.72315, -0.01357], [-4.44062, 0.74535, -0.49194], [4.02589, -1.18344, -0.34759], [1.71831, -2.48526, -0.12344], [1.35141, 0.81292, -1.32434], [-0.81613, -1.79595, 1.38289], [-0.39076, -2.09028, -0.42265], [-3.19879, -1.38769, -0.48073], [3.40943, 1.01777, 0.68251], [1.07344, -0.05054, 0.94804], [-0.38421, 1.51994, 0.33600]], "forces_ev_per_angstrom": [[0.1, 0.0, -1.1], [1.6, 1.9, 0.1], [-1.6, -2.3, -0.8], [-3.3, -2.4, 0.5], [3.5, 2.0, -0.1], [0.5, 5.0, 1.8], [1.0, 1.0, 0.1], [-1.3, 2.1, 1.2], [1.0, 2.2, 0.7], [-2.9, 0.4, -3.4], [-2.1, -0.9, 0.7], [1.3, -1.7, -0.5], [-0.6, -1.3, 0.2], [-0.6, -0.1, 0.0], [2.1, -1.3, -0.6], [0.3, -2.5, -0.7], [-0.2, -1.3, -1.4], [0.6, -0.3, -0.7], [-0.8, -0.9, 0.1], [-0.3, -1.8, -0.2], [2.0, 1.8, 3.0], [-0.3, 0.9, 1.3], [0.0, -0.5, -0.4]], "charge": 1, "homo_lumo_gap_ev": 8.4, "smiles": "S=CN/C=C\\NCc1[nH]cc[nH+]1"}


6.
{"formula": "C7H11N6", "method": "ωB97M-V/def2-TZVPD", "elements": ["C", "C", "C", "C", "C", "C", "C", "N", "N", "N", "N", "N", "N", "H", "H", "H", "H", "H", "H", "H", "H", "H", "H", "H"], "xyz": [[-1.85841, -0.16072, -0.86024], [-3.19844, -0.35621, -0.65090], [-1.43520, 0.57008, 0.20944], [-0.04999, 1.14400, 0.60605], [0.92210, 0.21233, 1.37507], [1.19918, -1.26684, -0.45327], [1.38898, 0.94886, 0.06722], [-3.60822, 0.38408, 0.40090], [-2.53703, 0.96804, 0.90402], [0.94054, -1.14111, 0.90961], [1.39506, -0.06434, -0.95525], [1.04143, -2.46914, -0.95694], [2.27999, 2.02661, -0.03453], [-1.30013, -0.46009, -1.66400], [-3.97587, -0.85872, -1.10063], [-0.22666, 2.06524, 1.22867], [1.45208, 0.12405, 2.36374], [-2.54120, 1.51869, 1.81172], [0.75598, -1.82899, 1.62559], [1.94173, -0.04831, -1.83442], [1.20882, -2.80628, -1.93265], [1.02385, -3.20993, -0.27555], [1.96081, 2.91079, -0.47871], [3.22061, 1.79791, -0.30495]], "forces_ev_per_angstrom": [[0.1, -0.2, 1.2], [-1.0, 2.5, 2.5], [2.6, 2.2, 0.0], [-0.9, 0.2, 2.5], [1.9, -0.7, -1.1], [-1.7, -0.3, 4.4], [-1.9, 1.6, 0.8], [-0.9, -0.8, 0.0], [1.2, 0.0, 1.0], [0.0, 0.1, -1.5], [1.5, -1.4, -2.1], [0.7, -1.5, -2.3], [-0.6, 0.9, -0.4], [1.3, -0.9, -1.6], [-1.1, -1.2, -1.4], [0.7, -0.7, -1.0], [-0.9, 1.7, -0.8], [-0.3, -1.1, -1.8], [-0.1, -0.6, -0.9], [-0.6, 0.7, 0.8], [-0.1, 1.0, 1.3], [-0.1, -0.1, -0.1], [0.1, -1.3, 0.4], [0.2, -0.1, 0.2]], "charge": 1, "homo_lumo_gap_ev": 9.0, "smiles": "N[C@@]12NC(=[NH2+])N[C@@H]1[C@@H]2c1ccn[nH]1"}